A) This record from the Open Molecules 2025 dataset describes a 2-piece molecular cluster, C4H10 overall. The level of theory is wB97M-V/def2-TZVPD.

Element x y z (Å)
C  1.761  -0.051  -0.492
C  3.017  -0.186  0.368
H  1.495  1.008  -0.559
H  0.860  -0.497  -0.075
H  1.980  -0.343  -1.515
H  2.956  0.324  1.323
H  3.257  -1.229  0.545
H  3.858  0.266  -0.167
C  -2.803  0.650  0.120
C  -3.524  -0.469  0.027
H  -2.552  1.343  -0.664
H  -2.583  1.055  1.104
H  -3.691  -0.992  -0.907
H  -4.030  -0.879  0.893

- net charge = -1
- expectation value of S² = 0.75
- HOMO energy (spin up / spin down) (eV) = 1.59 / -6.33
- multiplicity = 2

B) This record from the Open Molecules 2025 dataset describes an isolated ion of composition C4H10 and charge -1. The level of theory is wB97M-V/def2-TZVPD.

Element x y z (Å)
C  0.292  -0.823  1.203
C  -0.093  0.299  0.246
C  1.052  0.793  -0.630
C  -1.251  -0.125  -0.681
H  -0.609  -1.293  1.618
H  0.875  -1.599  0.708
H  0.828  -0.396  2.060
H  -0.468  1.183  0.776
H  0.614  1.345  -1.468
H  1.691  -0.025  -0.955
H  1.660  1.555  -0.114
H  -1.867  -0.917  -0.236
H  -1.881  0.709  -1.003
H  -0.843  -0.707  -1.524

- net charge = -1
- expectation value of S² = 0.75
- HOMO energy (spin up / spin down) (eV) = 1.62 / -7.23
- multiplicity = 2

Q: Which of them is the least stable? A: A).

A) This record from the Open Molecules 2025 dataset describes CH3FO3 in the gas phase. The level of theory is wB97M-V/def2-TZVPD.

Element x y z (Å)
C  -0.189  0.086  -0.016
O  0.127  0.802  1.043
O  0.462  -1.253  -0.010
O  0.095  0.739  -1.143
F  -1.553  -0.196  0.010
H  -0.292  0.268  1.735
H  0.505  -1.769  -0.768
H  0.845  1.323  -0.852

- HOMO energy (eV) = -11.44
- SMILES = OC(O)(O)F
- multiplicity = 1

B) This record from the Open Molecules 2025 dataset describes a 2-piece molecular cluster, CH3FO3 overall. The level of theory is wB97M-V/def2-TZVPD.

Element x y z (Å)
C  -0.590  -0.038  0.096
O  0.079  0.964  -0.003
O  -1.939  0.074  -0.001
O  -0.303  -1.347  0.164
F  2.518  0.157  -0.095
H  1.684  0.672  -0.121
H  -2.053  1.068  -0.212
H  0.605  -1.550  0.172

- HOMO energy (eV) = -12.25
- SMILES = O=C(O)O.F
- multiplicity = 1

Q: Which of them is the least stable? A: A).

A) This record from the Open Molecules 2025 dataset describes a 8-piece molecular cluster, C32H48O24 overall. The level of theory is wB97M-V/def2-TZVPD.

Element x y z (Å)
C  14.149  5.127  -23.451
C  14.364  3.982  -24.415
C  13.767  4.216  -25.797
O  14.772  3.734  -26.668
C  15.970  3.796  -26.042
O  17.020  3.640  -26.559
O  15.776  3.908  -24.700
H  14.685  5.031  -22.507
H  13.089  5.227  -23.207
H  14.488  6.058  -23.907
H  14.008  3.017  -24.051
H  13.608  5.276  -26.016
H  12.820  3.689  -25.892
C  19.704  7.997  -18.583
C  19.846  7.417  -17.185
C  21.015  7.943  -16.375
O  20.502  8.072  -15.054
C  19.170  8.040  -15.107
O  18.431  8.185  -14.188
O  18.735  7.826  -16.371
H  19.500  9.066  -18.561
H  18.809  7.525  -18.992
H  20.528  7.681  -19.218
H  19.841  6.325  -17.169
H  21.400  8.907  -16.721
H  21.877  7.281  -16.477
C  22.635  6.855  -27.113
C  21.472  7.549  -26.415
C  20.639  8.454  -27.333
O  19.291  8.186  -26.975
C  19.254  7.077  -26.184
O  18.278  6.573  -25.743
O  20.492  6.564  -26.066
H  22.236  6.280  -27.950
H  23.154  6.174  -26.445
H  23.298  7.603  -27.550
H  21.777  8.098  -25.521
H  20.764  8.212  -28.390
H  20.936  9.489  -27.167
C  21.078  0.774  -26.184
C  20.184  0.334  -27.328
C  18.823  1.096  -27.425
O  18.798  1.595  -28.762
C  19.984  1.387  -29.355
O  20.269  1.838  -30.425
O  20.768  0.653  -28.591
H  22.100  0.525  -26.470
H  20.799  0.338  -25.228
H  21.039  1.862  -26.108
H  19.971  -0.736  -27.347
H  18.772  1.944  -26.746
H  17.995  0.407  -27.272
C  19.309  3.439  -24.073
C  19.334  4.723  -23.269
C  18.009  5.014  -22.545
O  18.417  5.415  -21.216
C  19.705  5.166  -21.064
O  20.333  5.292  -20.039
O  20.265  4.662  -22.165
H  20.251  3.392  -24.626
H  18.439  3.421  -24.727
H  19.274  2.481  -23.545
H  19.596  5.573  -23.892
H  17.351  4.160  -22.374
H  17.405  5.786  -23.019
C  24.096  4.240  -20.859
C  23.376  4.830  -22.079
C  24.322  5.565  -23.054
O  24.110  4.889  -24.285
C  23.150  3.932  -24.140
O  22.804  3.231  -25.037
O  22.784  3.834  -22.880
H  23.407  3.863  -20.103
H  24.682  5.002  -20.344
H  24.761  3.441  -21.196
H  22.621  5.489  -21.652
H  25.360  5.449  -22.747
H  24.033  6.615  -22.992
C  21.443  8.321  -22.277
C  20.380  9.374  -22.085
C  20.224  10.455  -23.204
O  18.930  10.219  -23.738
C  18.265  9.316  -23.003
O  17.113  9.023  -23.089
O  19.105  8.708  -22.148
H  22.440  8.755  -22.385
H  21.215  7.627  -23.084
H  21.476  7.766  -21.334
H  20.441  9.845  -21.105
H  20.891  10.356  -24.063
H  20.415  11.442  -22.782
C  20.293  1.542  -19.071
C  20.447  1.414  -20.576
C  21.835  0.840  -20.981
O  21.514  -0.129  -21.970
C  20.167  -0.251  -22.090
O  19.596  -0.956  -22.865
O  19.569  0.401  -21.092
H  19.282  1.743  -18.722
H  20.910  2.395  -18.776
H  20.648  0.644  -18.569
H  20.260  2.309  -21.172
H  22.239  0.382  -20.078
H  22.442  1.653  -21.369

- HOMO energy (eV) = -10.25
- SMILES = C[C@H]1COC(=O)O1.C[C@H]1COC(=O)O1.C[C@H]1COC(=O)O1.C[C@H]1COC(=O)O1.C[C@H]1COC(=O)O1.C[C@H]1COC(=O)O1.C[C@H]1COC(=O)O1.C[C@H]1COC(=O)O1
- multiplicity = 1

B) This record from the Open Molecules 2025 dataset describes a 8-piece molecular cluster, C32H48O24 overall. The level of theory is wB97M-V/def2-TZVPD.

Element x y z (Å)
C  2.779  -0.851  -3.365
C  2.289  -2.030  -2.546
C  3.255  -3.278  -2.590
O  3.446  -3.571  -1.199
C  2.963  -2.610  -0.410
O  3.351  -2.450  0.710
O  2.433  -1.656  -1.177
H  3.865  -0.866  -3.483
H  2.631  0.124  -2.896
H  2.281  -0.826  -4.333
H  1.311  -2.373  -2.873
H  4.279  -3.101  -2.915
H  2.800  -4.079  -3.167
C  -3.125  -0.744  3.117
C  -2.203  -1.556  4.019
C  -2.718  -2.931  4.450
O  -1.553  -3.709  4.338
C  -0.712  -3.134  3.421
O  0.103  -3.785  2.861
O  -1.023  -1.834  3.272
H  -3.259  -1.164  2.118
H  -2.675  0.240  2.998
H  -4.115  -0.800  3.580
H  -2.174  -0.927  4.914
H  -3.526  -3.244  3.774
H  -3.160  -2.956  5.445
C  5.295  0.466  1.133
C  6.507  -0.383  0.721
C  6.486  -1.086  -0.642
O  7.740  -0.763  -1.234
C  8.244  0.344  -0.601
O  9.150  0.979  -0.998
O  7.610  0.509  0.593
H  4.431  -0.201  1.125
H  5.143  1.288  0.436
H  5.565  0.808  2.129
H  6.665  -1.140  1.495
H  5.693  -0.609  -1.230
H  6.413  -2.168  -0.597
C  -3.912  2.595  1.464
C  -5.181  1.772  1.850
C  -6.492  2.508  1.520
O  -7.109  1.612  0.606
C  -6.362  0.550  0.350
O  -6.611  -0.273  -0.479
O  -5.165  0.633  0.978
H  -3.094  2.357  2.152
H  -4.093  3.667  1.454
H  -3.426  2.251  0.549
H  -4.939  1.490  2.873
H  -6.331  3.541  1.217
H  -7.209  2.520  2.344
C  0.236  1.566  -5.560
C  0.718  2.537  -6.655
C  0.462  2.209  -8.101
O  -0.889  2.663  -8.321
C  -1.098  3.689  -7.417
O  -2.044  4.414  -7.408
O  -0.143  3.677  -6.483
H  -0.811  1.324  -5.728
H  0.424  2.096  -4.628
H  0.827  0.652  -5.513
H  1.786  2.710  -6.515
H  0.564  1.130  -8.249
H  1.078  2.653  -8.882
C  1.291  0.346  2.053
C  0.630  0.114  0.711
C  -0.897  0.454  0.649
O  -0.991  1.228  -0.522
C  0.177  1.419  -1.092
O  0.351  1.915  -2.175
O  1.181  1.001  -0.299
H  2.291  -0.086  2.128
H  0.733  -0.096  2.878
H  1.455  1.414  2.221
H  0.851  -0.851  0.260
H  -1.196  0.960  1.567
H  -1.415  -0.502  0.557
C  -1.183  2.613  5.957
C  0.203  1.986  6.020
C  0.684  1.720  7.431
O  1.392  0.477  7.316
C  0.879  -0.176  6.284
O  1.054  -1.319  5.951
O  0.055  0.602  5.564
H  -1.865  2.372  6.768
H  -1.668  2.295  5.029
H  -1.147  3.696  5.825
H  0.950  2.455  5.383
H  -0.107  1.599  8.178
H  1.293  2.472  7.934
C  -1.271  -1.485  -4.329
C  -2.409  -1.661  -3.278
C  -3.078  -3.056  -3.303
O  -2.929  -3.473  -1.939
C  -2.322  -2.561  -1.197
O  -2.121  -2.652  -0.017
O  -1.824  -1.601  -1.987
H  -1.596  -1.078  -5.278
H  -0.711  -2.423  -4.333
H  -0.506  -0.865  -3.852
H  -3.215  -0.928  -3.317
H  -2.599  -3.856  -3.869
H  -4.089  -2.948  -3.694

- HOMO energy (eV) = -10.58
- SMILES = C[C@H]1COC(=O)O1.C[C@H]1COC(=O)O1.C[C@H]1COC(=O)O1.C[C@H]1COC(=O)O1.C[C@H]1COC(=O)O1.C[C@H]1COC(=O)O1.C[C@H]1COC(=O)O1.C[C@H]1COC(=O)O1
- multiplicity = 1

C) This record from the Open Molecules 2025 dataset describes a 8-piece molecular cluster, C32H48O24 overall. The level of theory is wB97M-V/def2-TZVPD.

Element x y z (Å)
C  3.420  0.829  -5.177
C  1.873  0.798  -5.156
C  1.194  0.687  -3.864
O  0.263  1.835  -3.941
C  0.666  2.622  -4.901
O  0.271  3.732  -5.135
O  1.462  1.977  -5.743
H  3.787  1.749  -4.701
H  3.675  1.160  -6.280
H  3.825  -0.057  -4.798
H  1.678  -0.003  -5.738
H  1.968  0.986  -3.038
H  0.477  -0.102  -3.560
C  0.508  0.187  2.733
C  1.567  0.046  3.949
C  1.308  -1.031  5.030
O  2.680  -1.479  5.228
C  3.426  -1.047  4.251
O  4.573  -1.294  4.179
O  2.717  -0.354  3.444
H  0.757  0.902  2.080
H  -0.505  0.186  3.142
H  0.660  -0.531  2.176
H  1.882  0.814  4.598
H  0.457  -1.840  4.639
H  0.796  -0.634  5.848
C  -5.129  -1.738  4.174
C  -4.612  -0.353  4.415
C  -3.325  0.044  3.695
O  -3.664  1.421  3.392
C  -4.940  1.692  3.558
O  -5.418  2.746  3.268
O  -5.549  0.682  4.048
H  -5.438  -2.069  3.165
H  -5.945  -2.027  4.839
H  -4.288  -2.354  4.534
H  -4.334  -0.242  5.432
H  -3.399  -0.529  2.665
H  -2.354  -0.070  4.254
C  5.437  -0.381  0.632
C  4.615  -1.604  -0.115
C  3.446  -1.074  -0.902
O  3.884  -1.246  -2.224
C  5.139  -1.817  -2.307
O  5.634  -2.247  -3.298
O  5.532  -2.119  -1.050
H  5.530  0.420  -0.036
H  6.417  -0.820  1.028
H  4.913  -0.021  1.601
H  4.026  -2.205  0.686
H  3.117  -0.108  -0.703
H  2.337  -1.590  -0.853
C  3.275  2.634  1.442
C  2.903  3.726  2.498
C  3.882  4.837  2.485
O  3.031  5.964  2.042
C  1.821  5.665  1.887
O  0.912  6.328  1.432
O  1.606  4.334  2.094
H  3.734  2.999  0.558
H  2.467  2.003  1.148
H  3.986  1.989  2.034
H  2.702  3.517  3.438
H  4.711  4.775  1.833
H  4.312  5.065  3.570
C  -0.967  -4.113  -1.764
C  0.060  -4.938  -2.675
C  -0.484  -5.141  -4.098
O  0.042  -4.063  -4.976
C  0.960  -3.635  -4.230
O  1.764  -2.738  -4.674
O  1.167  -4.167  -2.950
H  -1.978  -4.554  -1.775
H  -1.152  -3.306  -2.199
H  -0.324  -3.744  -0.871
H  0.309  -5.976  -2.039
H  -1.635  -5.008  -4.119
H  -0.169  -6.180  -4.564
C  -4.974  0.234  -1.467
C  -5.279  -1.161  -1.596
C  -4.190  -2.127  -1.110
O  -4.821  -2.999  -0.224
C  -6.151  -2.667  -0.229
O  -6.999  -3.274  0.452
O  -6.337  -1.474  -0.775
H  -4.304  0.859  -2.090
H  -4.924  0.487  -0.416
H  -5.718  1.056  -1.552
H  -5.619  -1.503  -2.676
H  -3.299  -1.565  -0.600
H  -3.755  -2.642  -2.008
C  -2.562  2.872  0.367
C  -1.820  2.353  -0.821
C  -0.245  2.600  -0.584
O  0.271  1.321  -0.595
C  -0.593  0.319  -0.695
O  -0.544  -0.851  -0.625
O  -1.749  0.946  -0.742
H  -3.540  2.682  0.630
H  -2.494  3.966  0.281
H  -2.106  2.336  1.189
H  -1.931  2.910  -1.669
H  -0.146  3.299  0.320
H  -0.121  3.218  -1.455

- HOMO energy (eV) = -10.62
- SMILES = C[C@H]1COC(=O)O1.C[C@H]1COC(=O)O1.C[C@H]1COC(=O)O1.C[C@H]1COC(=O)O1.C[C@H]1COC(=O)O1.C[C@H]1COC(=O)O1.C[C@H]1COC(=O)O1.C[C@H]1COC(=O)O1
- multiplicity = 1

Q: Which of them is the least stable? A: C).

A) This record from the Open Molecules 2025 dataset describes an isolated ion of composition C3H7N2OS and charge +1. The level of theory is wB97M-V/def2-TZVPD.

Element x y z (Å)
C  0.466  -2.155  -1.030
C  -0.555  -1.074  -1.359
C  0.891  0.134  0.417
N  0.713  0.706  1.633
N  -0.484  -0.020  -0.240
O  0.457  -3.297  -1.476
S  1.574  -1.735  0.224
H  -0.176  -0.717  -2.252
H  -1.600  -1.395  -1.171
H  1.577  0.714  -0.340
H  0.441  0.168  2.486
H  1.567  1.245  1.856
H  -0.888  0.774  -0.569
H  -1.296  -0.274  0.454

- net charge = +1
- HOMO energy (eV) = -14.32
- SMILES = N[C@@H]1[NH2+]CC(=O)S1
- multiplicity = 1

B) This record from the Open Molecules 2025 dataset describes an isolated ion of composition C3H7N2OS and charge +1. The level of theory is wB97M-V/def2-TZVPD.

Element x y z (Å)
C  -2.910  -0.374  -0.297
C  1.850  0.079  0.186
C  -1.631  0.035  -0.213
N  1.294  -0.247  -0.946
N  3.133  0.577  0.174
O  -1.216  1.105  0.504
S  -0.063  -1.038  -1.222
H  -3.298  -1.189  -0.976
H  -3.662  0.094  0.199
H  1.403  -0.145  1.147
H  3.380  0.707  1.110
H  3.725  0.762  -0.514
H  -1.965  1.515  0.982
H  -0.041  -1.881  -0.134

- net charge = +1
- HOMO energy (eV) = -13.62
- multiplicity = 1

Q: Which of them is the least stable? A: B).